Record 1
ORCA calculation (wB97M-V/def2-TZVPD) on a structure of composition C23H16AsI2N2O6S2W at a distorted geometry.

Properties
Highest occupied orbital energy, eV: -16.971
2S+1: 1
Net charge: +3
Max |F|, eV Å⁻¹: 1.44

```
53
Properties=species:S:1:pos:R:3:forces:R:3
W 0.1344 0.1833 0.0185 -0.50 0.89 -1.02
I -0.7372 -0.7266 -2.6630 0.12 0.14 0.28
C 0.0209 -2.7158 -2.4787 0.02 -0.05 0.08
I -0.1605 -3.3741 -0.4853 0.04 -0.24 0.00
H 1.0629 -2.6877 -2.7733 -0.01 0.04 0.01
H -0.5837 -3.3333 -3.1348 -0.01 0.03 -0.01
O 3.3345 -2.1502 1.1623 -0.17 0.32 0.01
As 2.6272 -0.6343 0.8438 0.45 -0.26 0.09
O 1.0377 -0.5652 1.5841 0.15 -0.05 0.33
O 1.7975 -0.6771 -0.6462 0.23 -0.41 -0.56
C 3.8498 0.8315 0.6059 -0.01 -0.33 0.13
C 5.1733 0.6273 0.9254 0.20 -0.31 0.19
C 6.1510 1.5361 0.5125 -0.08 0.16 -0.12
C 5.7932 2.6345 -0.2444 -0.16 -0.10 0.05
C 4.4449 2.8587 -0.5621 0.32 0.12 0.00
C 3.4881 1.9656 -0.1435 -0.55 0.09 -0.18
S 1.7891 2.4255 -0.3774 0.04 -0.02 0.53
O 1.6849 3.8262 -0.4791 -0.06 -0.09 -0.02
O 1.1801 1.7378 0.8729 -0.11 0.40 -0.10
O 1.0270 1.6309 -1.3998 0.15 -0.14 -0.11
H 4.0040 -2.2403 1.8614 -0.02 0.05 -0.02
H 5.4826 -0.2460 1.4869 0.01 0.02 0.00
H 7.1838 1.3659 0.7834 0.01 -0.01 0.00
H 6.5403 3.3407 -0.5794 0.01 0.00 0.01
H 4.1609 3.7515 -1.1046 -0.05 -0.01 0.00
S -2.4947 3.9194 -1.0039 0.03 -0.14 0.01
C -1.6366 2.4842 -1.1942 -0.08 0.14 0.11
N -1.2654 1.8745 -0.0814 0.32 0.18 -0.39
C -1.6748 2.5969 1.0487 -0.22 -0.09 0.23
C -1.4659 2.2555 2.3888 -0.06 0.15 -0.06
C -1.9591 3.1101 3.3529 0.05 -0.07 -0.01
C -2.6557 4.2777 3.0127 -0.02 0.04 0.00
C -2.8778 4.6168 1.6960 0.02 0.01 0.02
C -2.3766 3.7598 0.7171 0.06 -0.10 0.01
H -1.3808 2.1386 -2.1842 0.03 -0.02 0.01
H -0.9261 1.3623 2.6709 0.01 0.00 0.03
H -1.8022 2.8767 4.3972 0.00 0.00 0.00
H -3.0216 4.9243 3.7982 -0.01 0.00 0.00
H -3.4147 5.5175 1.4314 -0.01 0.00 0.00
N -8.6502 -2.8598 3.3473 -0.01 0.00 0.01
C -7.6208 -2.5148 2.9698 -0.14 -0.06 0.04
C -6.3478 -2.0917 2.4908 0.13 0.06 -0.05
C -5.2645 -2.9886 2.5444 0.02 0.04 -0.03
C -4.0407 -2.5874 2.0831 -0.01 -0.02 0.05
C -3.8823 -1.2726 1.5581 0.01 0.04 -0.01
C -4.9916 -0.3782 1.5139 -0.02 0.00 0.00
C -6.2111 -0.7881 1.9767 0.04 -0.04 0.01
C -2.6638 -0.8552 1.0966 0.04 0.03 -0.01
C -1.5450 -0.4573 0.6925 -0.20 -0.41 0.50
H -5.4126 -3.9800 2.9490 0.00 0.00 0.00
H -3.1912 -3.2555 2.1183 0.00 0.00 0.00
H -4.8556 0.6190 1.1177 0.00 0.00 0.00
H -7.0687 -0.1305 1.9556 -0.01 0.00 0.00
```
Forces are in eV/Å.



Record 2
ORCA calculation (wB97M-V/def2-TZVPD) on a structure of composition C23H16Br2Cl2N3O4Ti at a distorted geometry.

Properties
Highest occupied orbital energy (spin up / spin down), eV: -7.556 / -8.480
2S+1: 2
Max |F|, eV Å⁻¹: 2.89

```
51
Properties=species:S:1:pos:R:3:forces:R:3
Ti -0.8399 1.6914 0.0348 -0.97 2.69 -0.46
Br 0.6035 -3.9395 -4.7257 -0.03 -0.02 -0.10
C 1.4850 -3.7344 -3.0722 0.05 0.08 0.04
C 2.2233 -2.5860 -2.8235 -0.01 0.03 0.11
C 2.8600 -2.4350 -1.5977 0.13 0.10 -0.11
C 2.7841 -3.4440 -0.6452 0.16 -0.07 0.51
C 2.0764 -4.6008 -0.9260 -0.20 -0.22 0.06
C 1.4009 -4.7439 -2.1287 0.02 -0.06 0.14
N 3.5889 -3.4679 0.5752 0.05 0.47 -0.67
N 3.7607 -2.4635 1.2781 -0.83 0.01 0.20
C 2.9308 -1.2761 1.1345 0.29 -0.44 -0.04
C 3.5758 -0.0771 1.1024 0.20 0.38 -0.11
C 2.8831 1.1462 0.9793 0.56 -0.08 0.01
C 1.5215 1.1585 0.9362 -0.41 -0.07 0.08
O 0.7693 2.2502 0.7628 1.58 -0.04 0.57
C 0.8268 -0.0863 1.0843 0.23 0.16 0.17
N -0.5519 0.0105 1.1128 0.90 -1.33 0.65
C -1.2388 -1.0612 1.4269 -0.23 -0.11 0.05
C -0.6278 -2.3092 1.6459 -0.37 -0.01 0.09
C 0.7161 -2.4423 1.5030 0.37 0.11 -0.11
C 1.5090 -1.3015 1.1992 -0.07 -0.37 0.26
H 2.3006 -1.8143 -3.5797 -0.01 -0.03 0.05
H 3.4441 -1.5444 -1.4057 -0.03 -0.02 -0.03
H 2.0523 -5.3934 -0.1847 0.04 0.03 -0.10
H 0.8373 -5.6425 -2.3413 0.01 0.03 0.02
H 4.6605 -0.0863 1.1409 -0.08 0.07 0.00
H 3.4200 2.0835 0.9123 0.01 -0.04 0.00
H -2.3099 -0.9395 1.4944 -0.07 -0.07 -0.11
H -1.2454 -3.1575 1.9082 0.00 0.05 0.00
H 1.1821 -3.4038 1.6621 0.07 -0.03 -0.02
Br -5.2080 5.9173 2.9527 -0.05 0.05 0.05
C -3.9947 4.6411 2.2526 0.04 0.01 0.00
C -2.6376 4.7968 2.4813 0.03 -0.06 -0.01
C -1.7548 3.8708 1.9368 -0.01 -0.05 0.08
C -2.1877 2.7801 1.1678 -0.59 0.28 0.19
C -3.5726 2.6673 0.9766 0.02 0.01 0.12
C -4.4783 3.5788 1.5120 0.03 -0.07 -0.03
H -2.2777 5.6266 3.0759 0.00 0.00 -0.02
H -0.6947 4.0023 2.1295 0.02 0.02 -0.01
H -3.9689 1.8498 0.3855 -0.02 -0.02 -0.07
H -5.5431 3.4695 1.3481 0.04 0.00 -0.01
Cl 0.7579 0.6873 -2.0729 -0.13 -0.45 -0.22
C -0.6203 -0.4446 -2.3623 0.05 0.25 -0.21
Cl -1.0068 -0.5024 -4.0874 0.00 0.02 0.14
C -1.8505 0.0401 -1.5638 -0.31 0.30 -0.84
O -2.6040 -0.7881 -1.1065 0.01 -0.01 0.04
O -1.9559 1.3479 -1.5016 -0.61 -1.25 -0.56
H -0.3187 -1.4359 -2.0511 0.11 -0.08 0.07
O -0.6015 3.5917 -1.2567 -0.09 -0.11 -0.02
H -1.3125 3.5039 -1.9093 0.10 0.04 0.09
H -0.7680 4.4095 -0.7701 -0.03 -0.08 0.02
```
Forces are in eV/Å.



Record 3
ORCA calculation (wB97M-V/def2-TZVPD) on a structure of composition C23H16Br2FeN6OS at a distorted geometry.

Properties
Highest occupied orbital energy (spin up / spin down), eV: -9.892 / -9.864
2S+1: 2
Net charge: +1
Max |F|, eV Å⁻¹: 4.18

```
50
Properties=species:S:1:pos:R:3:forces:R:3
Fe -0.2634 -0.2756 -1.1681 -0.48 -1.33 -1.48
N -3.8635 0.8927 -3.2625 0.63 0.05 0.01
C -2.6458 0.6701 -2.7484 0.23 -2.01 1.16
S -2.3279 -0.8408 -1.8865 -0.70 0.12 0.21
N -1.6866 1.5410 -2.8338 -0.14 2.48 -1.37
N -0.5750 1.2791 -2.1984 2.56 1.16 0.18
C 0.4531 2.1449 -2.1666 -3.66 -0.91 -1.80
C 1.4936 1.8263 -1.3030 2.31 -1.12 2.05
C 2.4885 2.7455 -0.8754 -1.04 -0.48 -0.72
C 3.3224 2.4076 0.1536 0.13 -0.98 0.53
C 3.2579 1.1087 0.6925 0.00 0.66 -0.37
C 2.3371 0.2234 0.1744 0.19 -0.15 0.23
N 1.4502 0.5576 -0.7574 0.36 1.69 -0.44
H -4.5502 0.1590 -3.2419 0.04 0.00 0.02
H -4.0156 1.6864 -3.8619 0.05 0.06 0.00
H 0.4247 3.0384 -2.7733 -0.11 0.15 0.11
H 2.5371 3.7169 -1.3375 -0.07 0.17 -0.05
H 4.0196 3.1210 0.5612 0.14 0.11 -0.05
H 3.9097 0.8097 1.4960 0.09 -0.09 0.02
H 2.2854 -0.7944 0.5322 -0.05 -0.05 0.08
Br 1.0628 -2.9557 -5.0531 0.09 -0.11 -0.01
C 1.0112 -3.4818 -3.2546 -0.72 2.36 1.11
C 1.2611 -4.7705 -2.8544 0.06 -0.98 1.58
C 1.1857 -5.1201 -1.5015 -0.03 0.28 -0.74
Br 1.5749 -6.8937 -1.0203 0.05 -0.22 0.07
C 0.8028 -4.1875 -0.4971 0.21 -0.42 -0.84
C 0.6955 -4.4525 0.8695 -0.52 1.41 0.91
C 0.2838 -3.4074 1.7200 0.69 -2.13 -0.35
C -0.0260 -2.1781 1.2102 -0.23 1.53 -2.19
N 0.0710 -1.8869 -0.1148 0.18 -1.24 1.68
C 0.5068 -2.8762 -0.9399 0.08 -0.10 0.07
C 0.6578 -2.4817 -2.2891 0.45 -2.02 -1.28
O 0.4277 -1.2538 -2.5910 0.07 1.34 -0.27
H 1.5165 -5.5247 -3.5809 0.05 -0.08 -0.07
H 0.9235 -5.4278 1.2643 0.03 -0.13 0.04
H 0.2097 -3.5821 2.7806 -0.06 0.01 0.11
H -0.3650 -1.3651 1.8333 -0.06 0.01 0.11
N -0.8737 0.6828 0.2646 -0.88 2.06 3.12
C -1.0464 1.3746 1.1818 0.35 -2.02 -2.67
C -1.2963 2.1690 2.2864 -0.36 1.24 1.71
C -1.0413 1.6671 3.5772 -0.09 0.12 -0.56
C -1.3466 2.4402 4.6760 -0.03 0.12 0.11
C -1.8963 3.7073 4.5102 0.07 -0.10 -0.19
C -2.1139 4.2215 3.2358 -0.01 0.05 0.17
C -1.8198 3.4655 2.1215 0.22 -0.54 -0.06
H -0.6119 0.6832 3.6881 0.00 -0.10 0.06
H -1.1552 2.0556 5.6667 -0.02 0.00 0.06
H -2.1524 4.2976 5.3766 0.01 0.06 0.07
H -2.5149 5.2166 3.1133 -0.04 0.04 0.01
H -1.9826 3.8473 1.1253 -0.07 0.05 -0.07
```
Forces are in eV/Å.



Record 4
ORCA calculation (wB97M-V/def2-TZVPD) on a structure of composition C23H16Cl3DyI3N6OS at a distorted geometry.

Properties
Highest occupied orbital energy (spin up / spin down), eV: -4.776 / -4.784
2S+1: 6
Net charge: -1
Max |F|, eV Å⁻¹: 3.54

```
54
Properties=species:S:1:pos:R:3:forces:R:3
Dy 0.0871 -0.1615 -0.6633 -1.44 -0.43 0.22
C 2.5159 3.1961 -2.6385 -0.64 0.28 -0.17
C 1.3470 2.4103 -2.1386 1.10 -0.15 -0.89
N 1.4654 1.1439 -2.1099 0.53 -2.09 -0.24
N 2.6823 0.5275 -2.5388 -0.71 0.64 0.44
C 2.6182 -0.7789 -2.6221 -1.14 -0.60 -0.59
N 3.7169 -1.4563 -3.0861 1.52 2.29 0.24
S 1.2229 -1.8629 -2.4338 0.57 0.70 -0.12
C 0.0962 2.9767 -1.5998 1.30 2.27 -1.19
C -0.1841 4.3492 -1.8338 -2.34 -1.02 2.00
C -1.4090 4.8189 -1.2061 3.21 1.21 -0.85
C -2.1156 3.9842 -0.4005 -1.93 -1.38 0.28
C -1.7471 2.6167 -0.2890 0.24 0.00 -0.08
N -0.6291 2.1511 -0.8657 -1.70 0.62 0.10
H 2.8510 2.7907 -3.5843 0.40 -0.60 0.13
H 3.2481 3.0830 -1.8331 0.31 0.43 -0.42
H 2.2806 4.2141 -2.9072 0.01 0.49 0.66
H 4.6206 -0.9764 -2.9413 -0.89 -0.28 -0.26
H 3.7695 -2.4260 -2.9412 -0.35 -1.12 0.30
H 0.5157 5.0282 -2.3033 -0.23 -0.25 -0.08
H -1.5954 5.9215 -1.1797 -0.11 -1.18 -0.35
H -3.0778 4.3760 0.0089 1.04 -0.65 0.05
H -2.2557 1.7996 0.2638 -0.09 1.24 -0.22
Cl -5.8369 -3.2594 2.5977 0.18 0.52 0.05
C -4.8667 -2.2528 1.5102 -0.63 -1.07 -0.54
C -5.0912 -2.4604 0.1529 1.82 1.54 0.25
C -4.1823 -1.8677 -0.7589 0.34 0.58 -0.32
I -4.7240 -2.0224 -2.8249 0.51 0.05 0.73
C -3.0188 -1.1430 -0.3786 -0.14 -0.68 -0.65
O -2.0515 -0.7777 -1.1863 -1.05 -0.09 0.97
C -2.9470 -0.8865 1.0469 1.36 1.29 0.47
N -1.8847 -0.0842 1.4675 0.04 -0.78 -0.37
C -1.7216 0.2139 2.7400 -0.12 -0.25 -1.30
C -2.6222 -0.1951 3.7238 -0.62 -1.55 0.11
C -3.5648 -1.1251 3.3971 -1.37 -0.33 -0.80
C -3.8173 -1.4245 2.0009 -0.50 -0.66 0.51
H -5.8655 -3.0081 -0.3443 -0.53 -0.44 0.69
H -0.7971 0.6960 2.9894 0.23 0.60 0.08
H -2.5257 0.0177 4.7576 0.50 0.49 0.70
H -4.2111 -1.6277 4.1585 0.64 0.67 -0.73
I 1.7833 1.6463 1.2802 0.66 -0.07 0.58
I 1.9280 4.9365 1.1940 -0.07 -0.15 -0.02
Cl -0.0044 -2.9683 0.4211 0.50 0.42 0.40
C 1.7185 -2.8376 0.8819 -0.60 0.57 0.37
C 2.3756 -4.0431 0.9489 0.81 0.85 0.02
C 3.7250 -4.0058 1.2705 1.27 -1.12 0.04
C 4.3897 -2.8106 1.5106 -1.78 -0.48 -0.39
C 3.6742 -1.6406 1.4995 -0.12 1.00 0.36
Cl 4.7124 -0.2701 1.9659 -0.83 0.08 -0.32
C 2.2886 -1.5402 1.1975 -0.63 0.78 -0.85
N 1.4841 -0.4078 0.9936 0.99 -1.97 0.67
H 1.9066 -4.9685 0.6652 -0.25 -0.06 0.10
H 4.3002 -4.9443 1.3097 -0.35 0.47 -0.10
H 5.4229 -2.6644 1.6550 1.07 -0.59 0.33
```
Forces are in eV/Å.



Record 5
ORCA calculation (wB97M-V/def2-TZVPD) on a structure of composition C23H16ClN4O4Sr at a distorted geometry.

Properties
Highest occupied orbital energy, eV: -4.554
2S+1: 1
Net charge: -1
Max |F|, eV Å⁻¹: 2.47

```
49
Properties=species:S:1:pos:R:3:forces:R:3
Sr -0.1582 -0.7458 0.0107 0.39 1.18 1.87
C -0.7545 2.7390 -2.9633 -0.10 0.13 0.12
C -1.1241 3.8271 -2.1889 0.04 -0.10 -0.11
C -1.4498 3.6322 -0.8578 -0.01 -0.09 0.26
C -1.3649 2.3530 -0.3114 0.02 0.19 -0.66
N -1.0192 1.3053 -1.0725 -0.42 0.90 -0.25
C -0.7444 1.4930 -2.3576 0.03 -0.02 -0.28
C -1.6598 2.0566 1.1104 -0.21 -0.02 0.58
C -1.9958 3.0438 2.0327 0.06 0.01 -0.15
C -2.2785 2.6673 3.3335 0.01 -0.09 0.03
C -2.1826 1.3390 3.6966 -0.03 0.03 -0.07
C -1.7917 0.4127 2.7311 -0.18 0.27 0.01
N -1.5816 0.7729 1.4667 -0.41 0.51 0.36
C -1.5492 -1.0180 3.0483 0.05 -0.45 0.14
C -1.5731 -1.5150 4.3498 -0.06 0.16 -0.07
C -1.2258 -2.8335 4.5754 0.02 -0.03 -0.09
C -0.8740 -3.6333 3.4982 -0.07 0.05 0.11
C -0.9158 -3.0725 2.2341 0.00 -0.16 -0.08
N -1.2411 -1.8042 2.0139 -0.41 -0.15 0.69
H -0.4855 2.8451 -4.0041 -0.03 -0.03 -0.01
H -1.1660 4.8186 -2.6206 0.00 0.01 0.02
H -1.7612 4.4672 -0.2478 0.03 0.03 -0.02
H -0.5123 0.6037 -2.9352 0.10 0.03 0.03
H -2.0357 4.0865 1.7557 0.00 -0.01 -0.03
H -2.5550 3.4138 4.0667 0.00 0.00 0.00
H -2.3814 1.0453 4.7156 0.01 -0.04 0.00
H -1.8286 -0.8717 5.1784 0.04 -0.02 0.03
H -1.2155 -3.2287 5.5829 0.00 0.01 0.00
H -0.5725 -4.6621 3.6355 -0.02 -0.01 -0.03
H -0.6718 -3.6500 1.3474 0.02 0.00 0.02
O 3.4022 -1.9512 -6.2055 0.07 0.05 -0.02
C 3.8639 -1.1688 -5.3583 -0.25 -0.05 0.27
O 4.8761 -0.4428 -5.3682 -0.01 -0.05 -0.08
C 3.0186 -1.0669 -4.0404 0.27 0.09 -0.22
C 3.4540 -0.2381 -3.0108 -0.08 0.02 0.08
C 2.6855 -0.1166 -1.8697 -0.03 0.07 -0.10
N 1.5430 -0.7863 -1.6908 0.93 -0.08 -0.81
C 1.1341 -1.6097 -2.6662 0.06 -0.06 -0.20
C 1.8291 -1.7588 -3.8588 -0.16 0.01 0.08
C -0.1683 -2.3693 -2.3898 -0.05 -0.37 -0.68
O -0.8423 -2.7417 -3.3457 0.13 0.09 0.17
O -0.4419 -2.5170 -1.1472 -0.44 -2.07 -1.27
H 4.3825 0.3026 -3.1333 -0.01 -0.01 -0.05
H 2.9745 0.5501 -1.0615 0.03 -0.06 0.01
H 1.4356 -2.4033 -4.6318 0.09 0.00 -0.04
Cl 1.2163 0.5781 3.2126 0.04 0.42 0.54
C 1.6923 -0.5618 1.8649 0.38 -0.28 -0.19
H 1.9980 -1.4700 2.3974 0.07 0.03 0.02
H 2.6164 -0.1158 1.4788 0.06 -0.03 0.07
```
Forces are in eV/Å.